No. 1
DFT (ωB97M-V/def2-TZVPD) results for a 8-piece molecular cluster, C2H18ClO7 overall.

Structure (XYZ):
```
28
C2H18ClO7, DFT ωB97M-V/def2-TZVPD
Cl -0.85661 -0.17935 0.65458
O 0.11978 2.02588 2.72176
O -4.11962 0.50664 1.36079
O -2.90884 1.91026 -0.69428
O 2.25285 1.54827 0.39506
O -2.71647 -2.99778 0.55890
O 1.14697 -2.41477 0.29689
O 0.02715 -1.40647 -2.20119
C 2.53969 0.97095 -1.94612
C 3.17562 1.06632 -0.54221
H -2.46603 -2.10370 0.79153
H -2.19043 1.42974 -0.28291
H 0.48078 -1.74668 0.45838
H -0.37282 -1.05473 -1.40587
H 2.06559 0.00510 -2.12065
H 0.72166 1.48550 3.23357
H -0.24424 1.42756 2.06928
H -4.61908 -0.30989 1.35479
H 1.63964 0.82867 0.56159
H 1.85511 1.79224 -2.15813
H 1.89142 -2.14647 0.83543
H -3.68068 1.67534 -0.17919
H 0.63217 -2.07900 -1.88833
H -3.21957 0.23609 1.54236
H 4.01394 1.76106 -0.49062
H -2.05709 -3.27378 -0.07769
H 3.40295 0.97567 -2.61160
H 3.48614 0.06733 -0.23612
```

Results
E_tot	-29224.7720	eV
energy above the lowest of the compared OMol25 structures with the same formula, charge and spin	0.0000	eV
charge	-1
highest occupied orbital energy	-6.9	eV
M	189.61	Da
lowest unoccupied orbital energy	3.12	eV

These are the natural (NBO) partial charges, in e, on atoms 1 to 2: -0.89 -0.96



No. 2
DFT (ωB97M-V/def2-TZVPD) results for a single C7H10N2O2 molecule.

Structure (XYZ):
```
21
C7H10N2O2, DFT ωB97M-V/def2-TZVPD
O -3.36853 -1.74800 0.35258
O -0.68698 2.98369 -0.42134
N -0.45730 -0.56648 -0.26941
N -1.00417 0.68146 -0.24203
C -2.39230 0.43698 -0.12303
C -0.24777 1.85239 -0.19638
C -2.51151 -0.82771 0.29006
C 1.74611 -1.45229 -0.81572
C 1.36304 0.45667 1.03173
C 0.81000 -0.81346 0.28976
C 1.19622 1.63353 0.12142
H 2.68113 -1.73717 -0.40261
H 0.78783 -1.64103 0.90681
H -3.95903 -1.96350 -0.37202
H 1.31334 -2.40816 -1.09011
H 1.70674 1.36335 -0.93274
H 1.79029 -0.83117 -1.69896
H 2.26362 0.39511 1.62923
H 0.48913 0.44139 1.73424
H 1.63810 2.45424 0.49883
H -3.15795 1.29018 -0.29030
```

Results
E_tot	-14490.4657	eV
energy above the lowest of the compared OMol25 structures with the same formula, charge and spin	6.5911	eV
charge	0
highest occupied orbital energy (spin up / spin down)	-7.6 / -7.6	eV
M	154.17	Da
lowest unoccupied orbital energy (spin up / spin down)	-0.03 / -0.09	eV

These are the natural (NBO) partial charges, in e, on atoms 1 to 2: -0.64 -0.58



No. 3
DFT (ωB97M-V/def2-TZVPD) results for C22H18Co2O10 as an isolated structure.

Structure (XYZ):
```
52
C22H18Co2O10, DFT ωB97M-V/def2-TZVPD
Co 3.15721 -4.31027 0.52563
Co 0.35742 -3.65516 1.44204
O 0.48923 -6.57955 1.91096
O 5.31029 -2.38085 0.18545
O 1.98662 -4.38772 -2.16076
O -2.62828 2.78220 -0.24924
O -1.84501 -3.17656 3.31393
O -1.80548 2.11764 1.73938
O -1.54283 1.12934 -1.88096
O 0.69486 1.19782 -2.06611
O -1.32903 -3.95573 -0.92961
O 4.16867 -6.93508 1.33778
C 2.06610 -3.19691 1.84654
C -1.53069 1.24229 -3.32750
C -0.31826 2.12825 -0.10647
C -0.30395 1.44211 -1.38589
C 1.34215 -2.12844 1.33664
C -2.96052 1.30014 -3.77306
C 0.40735 -5.44953 1.69738
C 2.07070 3.69713 2.33914
C 2.15560 2.41416 -0.13087
C 3.33295 2.83964 0.47020
C 1.16656 -0.85407 0.98330
C 0.88895 2.58464 0.50193
C 3.74332 -5.90180 1.02568
C 0.88303 3.25970 1.75994
C -0.56583 -3.70661 -0.09926
C 4.48342 -3.18758 0.28965
C 2.44486 -4.37393 -1.09732
C -4.91874 2.20151 -0.87140
C -1.61124 2.34041 0.55429
C -3.86769 2.20555 0.19782
C -0.97642 -3.28460 2.56842
C 3.29819 3.50269 1.69967
H -5.04580 3.16798 -1.36344
H 0.23939 -0.60793 0.48713
H -3.02124 1.48169 -4.84743
H -4.73398 1.42553 -1.62104
H -3.46591 0.35278 -3.57649
H 2.16308 1.92218 -1.09919
H -0.07549 3.37975 2.26412
H -1.00027 2.16543 -3.58129
H 2.45790 -3.25667 2.88125
H 1.88988 -0.08027 1.23195
H -5.87431 1.95780 -0.39947
H 4.21917 3.87100 2.14377
H 2.02360 4.19869 3.30405
H -0.96854 0.39230 -3.73531
H 4.26819 2.64541 -0.05275
H -3.48442 2.11685 -3.26634
H -4.16966 2.77200 1.08196
H -3.66513 1.17464 0.50123
```

Results
E_tot	-118832.7113	eV
energy above the lowest of the compared OMol25 structures with the same formula, charge and spin	0.4138	eV
charge	-2
highest occupied orbital energy	-1.2	eV
M	560.24	Da
lowest unoccupied orbital energy	4.61	eV

These are the natural (NBO) partial charges, in e, on atoms 1 to 2: -0.01 -0.08



No. 4
DFT (ωB97M-V/def2-TZVPD) results for a single C19H25N3O2 molecule.

Structure (XYZ):
```
49
C19H25N3O2, DFT ωB97M-V/def2-TZVPD
O -1.04959 -2.87289 -0.07444
O -2.39224 2.30888 -1.33814
N -3.04496 1.04121 1.23445
N -2.02798 -1.10167 0.57040
N -0.79834 1.00761 0.54442
C 0.47082 -1.11263 0.41159
C 1.76313 -1.99748 0.16983
C 2.87140 -1.01745 0.89174
C 3.85814 2.60883 -0.01845
C 0.33125 0.32542 0.43331
C -0.86705 -1.58836 0.32096
C 1.51160 2.60373 0.25614
C -3.13068 2.59427 1.07836
C -3.28360 3.01698 -0.39441
C 1.95593 -2.09912 -1.24483
C 1.73935 -3.01466 1.15861
C 2.94345 0.59894 0.41225
C 3.95639 1.29753 0.41834
C -1.99122 0.20394 0.86118
C -3.83555 -1.59489 -0.83964
C 1.52853 1.16694 0.59335
C -3.21541 -1.89952 0.30091
C 2.54915 3.33022 0.18443
C 2.00464 -1.06206 -2.28927
H 2.83492 -1.07431 2.01629
H -1.56738 2.41981 -1.04604
H 3.88453 -1.42608 0.52607
H -4.69757 -1.99422 -0.95154
H 1.17678 -0.37387 -2.08503
H -3.09984 -2.08763 -1.66767
H -4.12219 2.78641 -0.74668
H 2.86835 -0.48001 -1.94592
H 1.47630 -2.89159 2.03296
H -3.93053 0.65926 0.67680
H -3.76555 -1.51083 1.28942
H 4.81729 3.00621 -0.06971
H -3.95977 -0.58716 -1.24544
H 2.72821 -3.74786 1.13274
H 2.88457 -2.80032 -1.43969
H 0.89919 -3.82393 0.87132
H 4.99001 0.93045 0.31178
H 2.10294 -1.53543 -3.20408
H 1.14925 -2.64463 -1.44679
H 0.54564 3.13182 -0.07438
H -3.73271 2.74925 1.79670
H -2.97763 -2.68154 0.53536
H -2.85108 4.08000 -0.38891
H -2.18588 2.83032 1.63330
H 2.68500 4.32213 -0.15194
```

Results
E_tot	-28660.5035	eV
energy above the lowest of the compared OMol25 structures with the same formula, charge and spin	15.2669	eV
charge	0
highest occupied orbital energy	-7.6	eV
M	327.43	Da
lowest unoccupied orbital energy	-0.18	eV
SMILES	CCn1c(NCCO)nc2c(c1=O)[C@@](C)(CC)Cc1ccccc1-2

These are the natural (NBO) partial charges, in e, on atoms 1 to 2: -0.78 -0.70



No. 5
DFT (ωB97M-V/def2-TZVPD) results for a 2-piece molecular cluster, C4H12 overall.

Structure (XYZ):
```
16
C4H12, DFT ωB97M-V/def2-TZVPD
C -0.97274 -0.73645 1.25388
C 1.00418 0.61916 -1.54007
C 2.27244 0.34532 -0.80678
C -2.33184 -0.20180 1.08014
H -2.91002 -0.13623 2.04950
H 0.80267 -0.04526 -2.32119
H 3.15705 0.40033 -1.51739
H -2.77663 -0.79053 0.25492
H 0.29084 0.50427 -0.73306
H -0.88319 -1.85990 1.10115
H 2.43235 1.02088 0.06591
H 2.20099 -0.71557 -0.41930
H -0.19388 -0.27571 0.61611
H -0.86984 -0.52943 2.34891
H -2.43937 0.86822 0.69880
H 1.21699 1.53268 -2.13152
```

Results
E_tot	-4341.2807	eV
energy above the lowest of the compared OMol25 structures with the same formula, charge and spin	1.2475	eV
charge	0
highest occupied orbital energy	-11.1	eV
M	60.14	Da
lowest unoccupied orbital energy	1.14	eV
SMILES	CC.CC

These are the natural (NBO) partial charges, in e, on atoms 1 to 2: -0.61 -0.62



No. 6
DFT (ωB97M-V/def2-TZVPD) results for C36H33LaO2Si as an isolated structure.

Structure (XYZ):
```
73
C36H33LaO2Si, DFT ωB97M-V/def2-TZVPD
La -0.64207 0.51946 -0.09104
Si 1.96176 -1.93056 0.59398
O 1.14322 -0.53584 0.47344
O -1.82711 2.95633 -0.08196
C -4.05227 4.94707 -0.85339
C 3.43779 -3.79960 -2.83557
C 0.51396 -0.05348 -2.66633
C -6.14646 6.03746 -1.53702
C 2.73940 -3.54903 -1.64540
C 1.27172 1.05554 -2.18742
C 0.43151 2.19359 -2.17236
C 2.78731 -1.44003 3.25341
C 4.30835 -2.83042 -3.34943
C -5.47478 6.66961 -2.60329
C 3.19988 -1.88701 1.99119
C -1.01170 -5.47805 1.32616
C 5.02292 -1.77871 4.12760
C 4.54456 -2.23140 1.79343
C 4.45265 -1.60418 -2.69147
C 0.78683 -3.36176 0.89265
C -1.86845 -1.10008 1.89916
C 3.74956 -1.35831 -1.50755
C -3.34558 4.16575 0.07991
C -1.01451 -0.24040 2.63653
C -0.00305 -5.21087 2.25927
C -2.96625 -0.32710 1.41640
C -3.41627 5.54226 -1.99500
C -0.24008 -3.62001 -0.02929
C -0.85243 1.79829 -2.64391
C 0.89239 -4.15598 2.03853
C -1.90230 4.28483 0.33043
C -4.12535 6.36429 -2.85582
C 5.45936 -2.16808 2.85512
C -1.13648 -4.67210 0.18784
C -1.57975 1.06910 2.61670
C -5.45415 5.17853 -0.69398
C -2.78641 1.00399 1.87821
C 3.68759 -1.40452 4.32426
C 2.89827 -2.33364 -0.97159
C -0.80146 0.40714 -2.95717
H 6.50250 -2.44449 2.69200
H -5.94893 4.68041 0.14623
H 3.33012 -1.10214 5.31388
H 2.07203 -4.31414 -1.24302
H 0.09726 -5.83102 3.15092
H 1.75405 -1.12026 3.39549
H 3.31428 -4.75408 -3.34941
H 4.87339 -3.02473 -4.26434
H 2.34218 1.04299 -1.96181
H 5.12352 -0.83241 -3.08268
H -1.70166 2.46746 -2.81880
H -7.19757 6.26135 -1.32472
H 3.86284 -0.40262 -0.99062
H -3.83946 -0.70858 0.87399
H -3.51926 1.80894 1.79273
H 1.68481 -3.95919 2.76461
H -1.67045 4.44338 1.38822
H 0.73174 3.21649 -1.91962
H -6.04004 7.33622 -3.26182
H -1.92058 -4.87194 -0.54873
H -2.35643 5.34344 -2.17611
H -1.38287 4.97196 -0.33745
H 5.71912 -1.75637 4.96808
H -3.63481 6.84069 -3.70877
H -0.13547 -0.54342 3.21004
H 4.88580 -2.55121 0.80500
H 0.91802 -1.05020 -2.86816
H -3.91980 3.45257 0.65460
H -1.19765 1.94618 3.15622
H -1.59955 -0.17350 -3.42083
H -0.33533 -3.00413 -0.93198
H -1.75255 -2.18163 1.81100
H -1.70139 -6.30809 1.48070
```

Results
E_tot	-50700.7087	eV
energy above the lowest of the compared OMol25 structures with the same formula, charge and spin	0.0000	eV
charge	0
highest occupied orbital energy	-7.6	eV
M	664.65	Da
lowest unoccupied orbital energy	-1.70	eV

These are the Löwdin partial charges, in e, on atoms 1 to 2: 2.09 0.45